Here is C6H11NO in the gas phase in a non-equilibrium geometry from OMol25. Energies are from the ωB97M-V functional and the def2-TZVPD basis.

Values from the calculation:
SMILES string: CN[C@]12CCO[C@@H]1C2
Gap between HOMO and LUMO, eV: 9.56
Energy above the lowest of the compared OMol25 structures with the same formula, charge and spin, kcal/mol: 118.20

Atoms and positions in Å:
C (2.244, -0.610, -0.302)
C (0.040, 0.224, 0.370)
C (-0.970, -0.745, 0.955)
C (-1.915, -0.821, -0.318)
C (-0.954, 1.181, -0.220)
C (0.433, 1.677, 0.163)
H (2.748, 0.361, -0.269)
H (2.760, -1.280, -0.953)
H (2.337, -1.001, 0.699)
H (0.695, 0.091, -1.445)
H (-0.619, -1.728, 1.241)
H (-1.469, -0.282, 1.773)
H (-2.979, -0.901, -0.061)
H (-1.666, -1.735, -0.869)
H (-1.620, 1.477, 0.599)
H (1.259, 1.795, -0.548)
H (0.520, 2.453, 0.953)
N (0.802, -0.501, -0.626)
O (-1.648, 0.346, -1.142)